51
Properties=species:S:1:pos:R:3:forces:R:3 method="wB97M-V/def2-TZVPD" charge=+1 orbital_gap_ev=9.3 relative_energy_kcal_mol=5.5 multiplicity=1 homo_ha=-0.4168
C 2.495198 1.717160 1.030158 -0.073 0.091 0.156
C 3.525849 1.071584 0.514769 0.119 -0.168 -0.024
C 3.878402 1.027344 -0.942634 -0.059 -0.008 -0.098
C 2.742392 1.417122 -1.843218 0.058 -0.198 0.008
C 2.656795 2.675989 -2.412626 -0.069 -0.175 0.028
C 1.596984 3.017624 -3.237434 -0.118 0.069 -0.094
C 0.611987 2.087184 -3.503802 0.044 0.132 0.009
C 0.673683 0.820414 -2.941385 -0.062 -0.334 0.101
C 1.730984 0.485259 -2.110999 0.095 0.163 0.083
O 1.892505 -0.740094 -1.486147 0.177 0.449 -0.119
C 0.966520 -1.761135 -1.686901 -0.514 -0.379 0.053
C -0.305359 -1.570362 -0.825785 0.236 0.637 0.159
C 0.092779 -1.257510 0.622283 0.334 -0.348 -0.517
N -0.969428 -0.533609 1.357362 -0.431 -0.257 -0.116
C -0.905922 -0.740528 2.821413 -0.232 -0.199 0.745
C -2.148373 -0.151455 3.478191 0.206 0.244 0.017
C -2.263206 1.336957 3.165244 -0.236 -0.133 -0.117
C -2.249737 1.541115 1.653653 0.200 0.028 0.214
C -0.996801 0.915498 1.055083 -0.266 0.743 -0.230
H -0.973782 1.061375 -0.025958 0.098 -0.134 0.016
H -0.099278 1.368973 1.481336 0.014 -0.154 -0.061
H -3.136813 1.084796 1.209356 -0.056 0.022 -0.079
H -2.264951 2.603468 1.413346 0.002 -0.014 -0.108
H -1.430057 1.876610 3.618315 0.041 0.058 0.050
H -3.184656 1.734399 3.587032 0.013 0.056 0.054
H -3.033625 -0.675545 3.111876 -0.045 -0.078 0.026
H -2.088663 -0.310032 4.554264 0.004 -0.107 -0.006
H -0.000375 -0.260459 3.200348 0.036 -0.049 -0.122
H -0.847192 -1.811399 3.024971 0.081 0.045 -0.165
H -1.881069 -0.951413 1.012845 0.555 0.172 0.114
H 1.005961 -0.652177 0.611911 -0.180 -0.004 0.097
H 0.306844 -2.200232 1.131901 -0.062 0.096 0.062
H -0.915418 -0.750923 -1.228130 0.079 -0.135 0.044
O -1.043539 -2.790510 -0.961954 0.257 -0.194 -0.220
C -2.297397 -2.868512 -0.518296 -0.025 -0.020 0.044
O -2.811553 -1.999863 0.159476 -0.175 -0.010 -0.053
C -2.971173 -4.123916 -0.945820 -0.052 -0.125 0.000
H -2.237941 -4.872646 -1.228687 -0.031 -0.046 -0.007
H -3.620988 -4.487347 -0.153799 0.019 0.033 0.020
H -3.597263 -3.902673 -1.810545 -0.001 0.040 -0.044
H 0.684345 -1.875037 -2.738669 0.017 -0.008 0.092
H 1.461162 -2.680681 -1.361412 -0.077 0.046 -0.075
H -0.099772 0.106933 -3.183080 -0.062 -0.095 -0.012
H -0.212572 2.336329 -4.153591 -0.071 0.021 -0.068
H 1.546647 4.001872 -3.674863 -0.004 0.100 -0.051
H 3.434559 3.396532 -2.209868 0.115 0.069 0.036
H 4.204198 0.014700 -1.191324 0.106 0.080 0.009
H 4.726260 1.697888 -1.106110 0.034 -0.074 -0.064
H 4.207949 0.536416 1.162025 0.056 -0.015 0.169
H 2.322746 1.744454 2.094137 0.038 -0.010 0.219
H 1.822155 2.290066 0.411739 -0.130 0.081 -0.173

=====

26
Properties=species:S:1:pos:R:3:forces:R:3 method="wB97M-V/def2-TZVPD" orbital_gap_ev=9.0 relative_energy_kcal_mol=104.8 multiplicity=1 homo_ha=-0.3139
C -2.441682 0.987218 -0.635277 -2.161 0.461 -0.247
C -2.658155 -0.127247 0.406306 0.768 -3.075 -2.549
C -1.332529 -0.664207 1.001303 -0.569 -0.936 3.255
C -0.036346 -1.274062 -0.989849 -2.971 -0.220 0.940
C 1.152805 -0.341486 -0.661282 -0.677 1.999 -0.823
C 2.382393 -0.952035 -0.342914 -2.788 -1.458 0.686
C 3.363290 -0.172484 0.161136 1.170 1.277 1.357
C 3.161511 1.172484 0.487911 1.817 -0.264 -0.483
C 2.013422 1.747589 -0.028933 -1.512 -1.200 0.438
H -1.032702 2.159841 -0.095977 4.456 -0.469 -0.534
H -3.652548 0.897281 -1.130515 3.764 1.712 0.964
H -1.658402 0.706029 -1.404098 -1.411 0.687 0.829
H -3.368577 0.141260 1.145531 -0.539 0.508 0.737
H -3.164823 -1.104341 -0.202542 1.218 2.613 1.504
H -0.681358 0.295550 1.078329 -0.495 -1.920 0.415
H -1.559770 -1.209595 2.088557 0.610 2.048 -2.459
H -0.383735 -2.704580 0.756511 -0.836 3.460 -1.203
H 0.177003 -2.145095 -1.621300 0.496 0.371 0.206
H -1.025270 -0.845156 -1.413660 2.663 -0.003 -0.276
H 2.258271 -2.053510 -0.108471 0.958 1.174 -0.990
H 4.320312 -0.490791 0.503012 0.443 -1.119 0.027
H 4.075205 1.627060 1.091754 -2.570 -0.256 -1.492
H 1.806814 2.738606 0.284539 -0.381 1.086 -0.425
N -0.761916 -1.780563 0.254658 1.993 -1.739 -0.117
N 0.954770 1.061414 -0.634439 2.526 -2.338 1.250
O -1.907994 2.330821 0.009706 -5.969 -2.399 -1.009

=====

74
Properties=species:S:1:pos:R:3:forces:R:3 method="wB97M-V/def2-TZVPD" orbital_gap_ev=7.6 relative_energy_kcal_mol=75.5 multiplicity=1 homo_ha=-0.3070
C 6.163573 -1.158240 1.960440 0.327 1.063 0.765
C 6.993964 0.209310 1.820139 -0.729 -0.325 -0.989
C 6.758534 0.905361 0.398699 -0.258 -0.414 0.816
C 5.591848 1.992701 0.492727 1.645 -0.595 -1.088
C 5.794916 2.973866 -0.720728 -0.287 0.283 -0.175
C 4.561697 3.913247 -1.047627 -0.549 0.302 0.004
C 3.158910 3.297755 -0.732188 -0.964 -0.711 0.315
C 2.254515 3.996895 0.190676 -0.957 -1.544 -0.317
C 0.934081 3.471059 0.570191 1.384 -1.500 -1.902
C 0.532090 2.197312 -0.001375 1.333 -0.042 -0.571
C 1.437205 1.484175 -0.930621 0.258 0.956 0.589
C 2.757572 1.993430 -1.331105 -2.781 0.777 1.688
P 3.869434 1.031551 -2.525382 1.420 0.262 -0.342
O 3.098200 1.187552 -4.019916 -0.036 0.046 1.383
O 3.827910 -0.596271 -2.017526 -0.927 1.348 -0.773
C 0.943982 0.102432 -1.461616 -0.642 -0.387 1.139
O 1.052233 -0.286431 -2.596822 0.148 0.521 0.456
C 0.214850 -0.785353 -0.397115 0.221 0.509 0.215
C 0.453661 -2.210648 -0.335111 -1.959 0.095 1.686
F 1.310296 -2.882163 -1.158218 -0.834 1.142 0.756
C -0.288200 -2.999745 0.648589 -0.291 2.791 -0.273
C -1.223022 -2.285615 1.512033 0.562 -0.346 -0.220
C -2.059016 -3.130547 2.528944 -0.621 1.744 -0.310
C -3.607311 -3.057298 2.134680 0.069 -1.335 0.936
C -3.982642 -3.915827 0.872830 0.764 -0.230 -0.244
C -3.577142 -3.308522 -0.526270 -0.651 0.323 -0.395
C -3.913282 -1.778776 -0.730134 -0.058 -0.415 -1.343
C -5.318394 -1.560958 -1.469064 2.035 1.106 0.492
C -5.677698 -0.019175 -1.357867 -1.082 -0.636 -0.269
C -7.189837 0.158691 -0.912305 0.454 1.286 -0.988
O -7.295354 0.684041 0.417920 -0.183 0.112 -0.475
C -6.981182 2.077865 0.468575 0.567 0.704 -0.110
C -1.448712 -0.838852 1.484658 1.560 -0.687 -1.715
C -0.706129 -0.065355 0.504532 0.357 -2.102 0.092
C -0.823095 1.489863 0.343261 1.146 -0.696 -0.018
O -1.868090 2.073293 0.488997 0.531 -0.165 0.167
H 5.309688 -0.975600 2.674990 0.739 -0.412 -0.846
H 5.758504 -1.507896 0.976650 0.479 0.157 0.922
H 6.856617 -1.894934 2.441504 -0.884 0.283 -0.609
H 6.614600 0.933778 2.586998 0.753 -0.704 -0.420
H 8.076274 -0.033718 1.967664 -0.906 0.469 -0.028
H 7.706640 1.353768 0.005711 -0.779 -0.168 0.444
H 6.469188 0.085922 -0.323874 0.231 1.020 0.540
H 4.641094 1.402475 0.459617 0.582 0.919 0.230
H 5.731643 2.579442 1.436133 -0.502 -0.620 -0.638
H 6.689075 3.621906 -0.490811 -0.900 -0.567 -0.195
H 6.040708 2.422449 -1.668710 -0.212 0.310 1.144
H 4.568774 4.184885 -2.144356 0.101 -0.306 1.068
H 4.634234 4.894727 -0.495944 -0.066 -1.040 -0.442
H 2.544543 4.960726 0.679655 0.008 -1.015 -0.728
H 0.238110 3.987174 1.264123 0.749 -0.301 -0.598
H 2.503103 1.958038 -3.989055 -0.054 -0.566 -0.087
H 3.898464 -1.172975 -2.800733 -0.135 0.200 0.362
H -0.181287 -4.104506 0.732870 0.006 1.098 -0.148
H -1.973590 -2.590858 3.518366 0.005 -0.766 -0.854
H -1.695682 -4.178502 2.653742 -0.294 0.846 -0.298
H -3.956425 -1.996588 2.113282 0.330 -0.856 -0.213
H -4.138471 -3.538020 3.011699 0.394 0.575 -0.869
H -3.417323 -4.891970 0.975329 -0.634 0.885 -0.055
H -5.069192 -4.217809 0.858653 0.999 0.641 0.153
H -2.505859 -3.458106 -0.810536 -0.849 -0.087 0.644
H -4.178438 -3.869364 -1.304547 0.703 0.501 0.711
H -3.148446 -1.383724 -1.465202 -0.642 -0.227 0.912
H -3.813883 -1.142775 0.181682 -0.260 -0.711 -0.614
H -5.094767 -1.756417 -2.554742 -0.669 -0.333 1.082
H -6.084425 -2.250868 -1.038655 0.443 0.683 -0.487
H -5.015435 0.535487 -0.643748 -0.573 -0.641 -0.499
H -5.540793 0.469522 -2.360907 -0.090 -0.467 0.896
H -7.770387 -0.788199 -1.033170 0.512 0.737 0.551
H -7.652152 0.919748 -1.610207 0.186 -0.815 0.591
H -7.850511 2.721159 0.775661 0.548 -0.857 -0.192
H -6.631687 2.466367 -0.530599 -0.303 -0.424 0.903
H -6.143393 2.253295 1.194878 -0.742 -0.200 -0.560
H -2.169479 -0.358662 2.189689 0.752 -0.480 -0.754

=====

27
Properties=species:S:1:pos:R:3:forces:R:3 method="wB97M-V/def2-TZVPD" charge=-1 orbital_gap_ev=8.3 relative_energy_kcal_mol=17.5 multiplicity=1 homo_ha=-0.1958
Au 0.116425 0.202257 0.052861 -0.207 -0.312 0.099
C 0.394508 1.583326 3.223907 -0.015 -0.020 0.006
C -0.453974 0.371021 3.085989 0.128 0.171 0.019
N -0.673711 -0.271672 1.958243 -0.242 -0.536 -0.588
C -1.513622 -1.344095 2.248449 0.241 0.370 0.179
C -1.784170 -1.317814 3.588159 -0.198 -0.339 -0.253
N -1.114409 -0.241291 4.088702 0.078 0.118 0.066
C -2.612981 -2.197574 4.494031 0.307 0.654 0.717
O -3.199725 -3.163439 3.919048 -0.636 0.293 3.945
O -2.625255 -1.875974 5.683856 -0.041 -0.125 -0.191
C -2.023775 -2.346339 1.264939 -0.538 -0.864 -0.524
O -2.807145 -3.244109 1.786844 1.135 0.586 -3.381
O -1.730685 -2.320183 0.084325 0.375 0.453 -0.150
H 0.805316 1.839828 2.246809 0.028 0.042 0.013
H 1.216959 1.402937 3.917995 -0.004 0.021 -0.002
H -0.190848 2.427432 3.591964 0.015 -0.002 0.007
H -1.150788 -0.006523 5.068131 0.020 0.041 0.017
H -2.936601 -3.090155 2.847791 -0.487 -0.847 -0.496
N 0.694313 0.350587 -2.114219 -0.110 0.062 0.593
C 1.963834 1.079406 -2.276696 0.062 0.389 0.109
C 2.045958 2.320034 -1.324969 0.043 -0.118 -0.069
O 2.610190 3.316119 -1.788780 0.004 -0.142 0.028
O 1.550400 2.150367 -0.177876 0.141 0.288 -0.083
H 0.712813 -0.564306 -2.544033 -0.013 -0.038 0.007
H -0.061204 0.875802 -2.537900 -0.024 -0.040 -0.042
H 2.112990 1.436763 -3.296415 -0.046 -0.086 -0.022
H 2.781445 0.408929 -2.009834 -0.017 -0.021 -0.004

=====

59
Properties=species:S:1:pos:R:3:forces:R:3 method="wB97M-V/def2-TZVPD" orbital_gap_ev="6.7 / 5.8" relative_energy_kcal_mol=0.0 multiplicity=2 homo_ha="-0.2616 / -0.2602"
Sc -0.198779 -0.843320 0.900618 -0.534 -0.049 0.467
N 0.967092 0.476746 -2.128777 0.141 0.172 -0.028
C -0.221946 1.030455 -1.913182 -0.003 -0.229 -0.033
N -0.662425 1.903864 -2.826545 0.000 -0.012 0.163
C -1.856252 2.419747 -2.576300 -0.170 0.156 -0.155
N -2.364969 3.285529 -3.471638 0.048 -0.055 0.058
N -2.623700 2.155505 -1.497076 0.147 0.028 -0.097
C -2.093186 1.282659 -0.670458 -0.230 -0.205 0.375
N -0.925039 0.649522 -0.810368 -0.091 0.353 -0.136
C -2.879321 0.968491 0.567322 0.220 0.056 -0.276
C -4.148128 1.481466 0.764378 -0.117 0.045 0.047
C -4.789983 1.186470 1.956817 -0.083 0.058 -0.056
C -4.147936 0.397992 2.894947 0.032 -0.089 0.108
C -2.886799 -0.095237 2.605678 -0.027 0.086 -0.149
N -2.269268 0.195080 1.460930 0.195 -0.153 0.002
H 1.505118 0.837207 -2.896398 0.008 -0.037 -0.010
H 1.374932 -0.149615 -1.441340 -0.064 0.044 0.060
H -1.829507 3.528023 -4.284239 0.015 0.007 0.012
H -3.246707 3.724419 -3.284784 -0.014 -0.016 0.000
H -4.599881 2.095121 -0.000321 0.013 -0.004 0.011
H -5.784598 1.568871 2.148280 0.018 0.002 0.003
H -4.611288 0.146528 3.839147 -0.023 0.023 -0.028
H -2.327289 -0.728692 3.280167 -0.041 0.003 0.065
O 1.683061 -0.771315 0.364586 0.645 -0.065 -0.353
C 2.866686 -0.247541 0.650944 -0.481 -0.305 -0.043
C 4.027331 -0.901183 0.227393 0.222 -0.025 -0.011
C 5.276292 -0.368135 0.478319 -0.073 0.004 0.013
C 5.394228 0.838111 1.166148 -0.082 -0.048 -0.032
C 4.247350 1.478313 1.592866 0.084 0.071 0.043
C 2.973506 0.955788 1.352223 -0.110 0.371 0.191
C 1.771884 1.660543 1.832480 0.312 -0.096 0.004
N 0.502012 1.309886 1.717947 -0.140 -0.075 -0.074
C -0.235395 2.285433 2.361022 0.048 -0.063 -0.089
C 0.590667 3.234493 2.860602 0.149 -0.033 0.028
N 1.858946 2.824767 2.522554 -0.076 0.133 0.036
H 3.915533 -1.850260 -0.281158 0.001 0.007 -0.007
H 6.162354 -0.894453 0.145176 -0.017 0.009 0.013
H 6.365922 1.265630 1.372109 -0.012 -0.001 -0.002
H 4.364259 2.412276 2.130811 0.002 -0.020 -0.004
H -1.305650 2.235355 2.441924 0.007 0.001 -0.021
H 0.406201 4.131928 3.424255 -0.008 -0.034 -0.020
H 2.710586 3.290077 2.775798 -0.006 0.005 -0.019
S 1.492961 -4.447063 1.811136 0.037 -0.010 0.108
Sb -0.400592 -3.533960 2.974153 0.048 -0.076 -0.214
S 0.333938 -1.311245 3.359989 0.081 0.123 -0.014
S -1.785277 -2.909355 1.139811 0.003 -0.068 -0.031
C 0.569931 -3.375712 -3.014171 0.029 -0.037 -0.076
C -0.957009 -3.316881 -3.026581 -0.070 -0.060 -0.050
C -1.254866 -2.134836 -2.111184 0.197 -0.112 0.038
O -0.097713 -2.000119 -1.262122 -0.082 0.293 0.148
C 0.867341 -3.018784 -1.573402 -0.147 -0.115 0.048
H 0.988632 -2.623883 -3.687796 0.006 -0.006 0.001
H 0.965744 -4.352395 -3.292523 -0.019 0.027 0.013
H -1.369493 -4.234177 -2.603631 0.009 0.015 0.021
H -1.377589 -3.179655 -4.022538 0.008 0.000 0.018
H -2.127181 -2.290747 -1.478324 -0.054 -0.009 -0.008
H -1.366679 -1.204642 -2.672194 -0.007 0.002 -0.049
H 0.707896 -3.869854 -0.906043 0.020 -0.005 0.024
H 1.854042 -2.603235 -1.387436 0.031 0.018 -0.034

=====

12
Properties=species:S:1:pos:R:3:forces:R:3 method="wB97M-V/def2-TZVPD" orbital_gap_ev=10.4 relative_energy_kcal_mol=140.8 multiplicity=1 homo_ha=-0.3507
C 0.693514 -1.412807 0.025182 -4.038 -2.772 -0.896
C -0.759557 0.243926 -1.313153 -0.094 0.341 1.855
C 0.425245 0.863547 -0.630062 -0.028 -2.089 0.706
C 0.199613 0.844153 0.816883 -1.627 0.960 5.172
C -0.167150 0.697604 2.017331 -0.763 0.371 -1.861
H -0.228230 -2.402397 0.162914 2.693 2.661 -0.747
H -1.692211 0.192660 -0.450858 2.534 -0.330 -3.229
H -0.819913 0.681550 -2.342110 -0.798 -1.166 0.907
H 1.100256 1.545866 -1.115164 -0.052 0.313 0.136
H -0.744536 0.512747 3.095314 2.236 0.704 -3.657
N 0.535573 -0.597576 -1.148239 -1.651 1.988 1.214
O 1.457397 -1.169275 0.881960 1.587 -0.980 0.400

=====

17
Properties=species:S:1:pos:R:3:forces:R:3 method="wB97M-V/def2-TZVPD" orbital_gap_ev=10.4 relative_energy_kcal_mol=107.5 multiplicity=1 homo_ha=-0.3497
O 2.394108 0.366694 1.016904 0.010 -0.244 -0.491
C 2.344734 -0.187287 -0.052936 0.032 0.138 0.292
C -0.242310 -1.879967 0.067475 -0.101 0.153 0.019
C -0.828998 -0.692855 0.108889 0.109 -0.225 -0.007
C -1.653785 0.158842 -0.825943 -0.050 -0.151 -0.286
O -1.704076 1.210894 0.153471 -0.089 0.110 0.002
C -0.945659 0.433762 1.104898 0.152 -0.074 0.280
H 1.031256 2.501271 -0.552156 -0.070 0.010 -0.003
H 2.751311 -1.206306 -0.207349 -0.034 0.110 0.071
H 1.897711 0.290695 -0.945581 0.045 -0.002 0.124
H 0.310167 -2.263235 0.922012 -0.086 0.070 -0.110
H -0.305817 -2.516283 -0.811906 -0.018 0.106 0.110
H 0.291316 2.405554 -0.548280 0.083 0.036 -0.010
H -2.652139 -0.230570 -1.065057 0.138 0.053 0.042
H -1.158749 0.478839 -1.752754 -0.051 -0.045 0.128
H 0.000023 0.918124 1.380993 -0.150 -0.070 -0.036
H -1.529100 0.211825 2.007312 0.082 0.024 -0.124

=====

14
Properties=species:S:1:pos:R:3:forces:R:3 method="wB97M-V/def2-TZVPD" orbital_gap_ev=10.9 relative_energy_kcal_mol=65.9 multiplicity=1 homo_ha=-0.3813
C 1.318479 0.028997 -0.061676 5.683 -1.142 -1.252
C -0.540830 -1.293039 0.414307 -3.581 -3.036 0.079
C -1.964964 -0.686845 -0.181647 2.555 -1.139 -0.072
C -1.840448 0.614239 -0.362784 -4.219 0.000 0.416
C -0.716547 1.322076 0.318358 -1.442 2.904 1.176
H -0.753304 -2.371048 0.409428 0.403 0.041 -0.260
H -0.452008 -1.169790 1.516602 0.101 0.900 -0.691
H -2.927925 -1.254883 -0.467390 2.105 0.544 0.701
H -2.974903 1.030533 -0.487444 3.279 0.294 -0.286
H -0.853473 2.429203 0.189947 0.107 -1.017 0.072
H -0.973711 1.160728 1.436750 1.369 0.042 -1.487
O 2.583475 0.026035 -0.060704 -4.992 0.261 0.225
O 0.689476 -1.172315 -0.277400 -0.652 2.076 0.760
O 0.652195 1.179116 -0.081552 -0.715 -0.727 0.618